8
Properties=species:S:1:pos:R:3:mulliken_spin:R:1 method="wB97M-V/def2-TZVPD" homo_ev="-5.688 / -11.498" orbital_gap_ev="6.2608 / 7.6459" multiplicity=3 s2=2.01 relative_energy_kj_mol=343.88
C -1.418 0.132 -0.069 -0.04
C 0.954 -0.755 0.002 0.51
C -0.011 0.233 -0.591 0.26
N -2.495 -0.032 0.278 0.11
N 0.934 0.437 0.576 0.29
O 1.429 -1.820 0.007 0.76
H -0.007 0.893 -1.517 0.05
H 0.614 0.912 1.313 0.05

---

57
Properties=species:S:1:pos:R:3:mulliken_spin:R:1 method="wB97M-V/def2-TZVPD" homo_ev="-14.095 / -14.305" orbital_gap_ev="8.8721 / 8.1994" multiplicity=5 charge=+2 s2=6.01 relative_energy_kj_mol=0.00
Fe -0.281 1.462 -0.716 3.70
F 3.681 -3.975 -3.561 0.00
C 2.826 -3.297 -2.827 0.00
C 2.015 -3.955 -1.917 0.00
F 2.095 -5.264 -1.786 0.00
C 1.114 -3.227 -1.155 0.00
F 0.328 -3.895 -0.316 0.00
C 1.011 -1.846 -1.258 -0.04
P -0.222 -0.942 -0.267 0.06
C -1.788 -1.542 -0.972 -0.02
C -2.203 -0.912 -2.147 0.03
C -3.348 -1.334 -2.802 0.00
C -4.089 -2.387 -2.281 0.00
C -3.676 -3.021 -1.119 0.00
C -2.525 -2.607 -0.464 0.00
C -0.007 -1.525 1.427 0.01
C 1.287 -1.781 1.881 0.00
C 1.500 -2.143 3.201 0.00
C 0.427 -2.237 4.079 0.00
C -0.858 -1.962 3.637 0.00
C -1.080 -1.602 2.315 0.00
C 1.832 -1.212 -2.190 0.01
Br 1.767 0.663 -2.475 0.05
C 2.727 -1.919 -2.968 -0.01
F 3.501 -1.304 -3.850 0.00
H -1.618 -0.105 -2.583 0.01
H -3.656 -0.850 -3.719 0.00
H -4.983 -2.721 -2.791 0.00
H -4.244 -3.855 -0.728 0.00
H -2.196 -3.132 0.422 0.00
H 2.129 -1.715 1.201 0.00
H 2.502 -2.361 3.544 0.00
H 0.595 -2.530 5.106 0.00
H -1.695 -2.040 4.318 0.00
H -2.090 -1.406 1.978 0.00
C 1.774 3.526 2.865 0.01
N 2.761 3.400 1.799 0.01
C 4.133 3.400 1.973 0.00
C 4.694 3.332 0.747 0.00
N 3.652 3.290 -0.152 0.00
C 2.475 3.341 0.491 0.00
S 0.916 3.428 -0.227 0.08
H 2.276 3.387 3.817 0.00
H 1.003 2.769 2.744 0.00
H 1.317 4.513 2.836 0.00
H 4.585 3.453 2.946 0.00
H 5.726 3.310 0.447 0.00
H 3.736 3.300 -1.157 0.00
N -3.654 3.671 -2.087 0.01
C -2.924 2.960 -1.244 0.01
O -1.914 2.353 -1.635 0.04
C -3.423 2.942 0.187 0.00
I -2.214 1.721 1.434 0.05
H -3.377 3.736 -3.056 0.00
H -4.477 4.171 -1.793 0.00
H -4.429 2.532 0.232 0.00
H -3.418 3.943 0.612 0.00

---

106
Properties=species:S:1:pos:R:3:mulliken_charge:R:1 method="wB97M-V/def2-TZVPD" homo_ev=-10.203 orbital_gap_ev=8.4513 charge=+1
C 5.467 0.915 0.509 -0.57
C 5.885 2.424 1.071 -0.30
O 4.721 3.344 1.126 -0.36
C 4.655 4.026 -0.194 -0.38
C 3.251 4.908 -0.365 -0.85
C 1.915 4.073 0.174 0.12
C 1.957 2.611 -0.575 -0.15
C 0.505 1.783 -0.458 0.22
C 0.700 0.220 -0.004 -0.85
N 0.483 -0.070 1.456 1.18
C 1.052 0.883 2.456 -0.51
C -0.133 1.546 3.435 0.36
N -0.669 0.566 4.461 -0.55
N 0.611 2.629 4.245 -0.68
N -1.211 2.272 2.664 -0.07
C 1.181 -1.424 1.709 -1.02
C 0.233 -2.543 0.982 0.71
F 1.147 -3.715 0.704 -0.41
O -0.840 -2.862 1.950 -0.28
C -0.581 -4.082 2.715 -0.53
C -1.151 -5.469 1.971 -0.04
O -0.078 -6.351 1.489 -0.39
C -0.376 -6.931 0.170 -0.22
C 0.546 -6.277 -1.062 -0.43
N -0.409 -2.194 -0.294 1.45
F -1.576 -2.784 -0.572 -0.25
C -0.155 -0.875 -0.919 -1.53
C 0.627 -1.264 -2.346 -0.35
Cl 2.135 -2.363 -2.039 -0.10
C 1.157 -0.011 -3.224 0.75
C 2.146 -0.663 -4.408 -1.00
Cl -0.175 0.900 -4.188 -0.20
P -1.922 -0.121 -1.253 0.81
C -2.757 -0.879 -2.776 -0.83
C -2.998 -0.106 0.310 -0.88
H 5.575 0.838 -0.662 0.21
H 6.186 0.160 1.040 0.38
H 4.341 0.692 0.794 -0.11
H 6.649 2.857 0.293 0.27
H 6.378 2.261 2.144 0.31
H 5.619 4.682 -0.334 0.36
H 4.652 3.259 -1.106 0.24
H 3.339 5.981 0.117 0.36
H 3.137 5.097 -1.536 0.30
H 0.939 4.662 -0.104 0.15
H 2.037 3.940 1.345 0.00
H 2.792 1.935 -0.111 -0.50
H 2.209 2.782 -1.724 0.58
H -0.163 2.431 0.250 0.54
H 0.045 1.922 -1.551 -0.73
H 1.845 -0.038 -0.229 0.03
H -0.538 -0.258 1.686 0.08
H 1.662 1.789 2.053 -0.52
H 1.781 0.340 3.232 0.53
H -0.383 0.916 5.425 0.33
H -1.711 0.680 4.449 0.31
H -0.052 3.163 4.849 0.27
H 1.057 3.281 3.539 0.29
H -1.480 1.702 1.832 -0.29
H -2.029 2.498 3.271 0.38
H 1.178 -1.713 2.867 0.46
H 2.305 -1.428 1.385 0.25
H 0.516 -4.204 3.122 0.29
H -1.258 -3.999 3.696 0.29
H -1.706 -5.064 0.995 0.03
H -1.986 -6.005 2.603 0.29
H -0.026 -8.072 0.220 0.27
H -1.513 -6.958 -0.114 0.23
H 1.564 -5.950 -0.531 0.17
H 0.005 -5.368 -1.570 -0.18
H 0.844 -7.067 -1.871 0.36
H -0.095 -1.943 -3.011 0.43
H 1.879 0.742 -2.643 -0.20
H 2.067 0.077 -5.317 0.39
H 1.767 -1.714 -4.778 0.28
H 3.281 -0.693 -4.041 0.28
H -2.275 -1.912 -3.121 0.20
H -3.878 -1.133 -2.506 0.39
H -2.795 -0.120 -3.683 0.25
H -4.063 -0.548 0.010 0.45
H -2.569 -0.843 1.133 0.10
H -3.224 0.973 0.746 0.28
Cl -2.354 3.936 5.652 -0.17
C -2.992 5.593 5.513 -0.47
C -3.325 5.961 4.075 -0.53
Cl -1.866 6.119 3.066 -0.15
H -2.256 6.278 5.944 0.33
H -3.897 5.636 6.126 0.33
H -3.835 6.928 4.047 0.36
H -3.980 5.217 3.610 0.31
Cl -4.430 3.222 -2.639 -0.17
C -3.494 4.274 -3.729 -0.51
C -1.995 4.138 -3.512 -0.01
Cl -1.480 4.805 -1.942 -0.16
H -3.831 5.304 -3.580 0.37
H -3.749 3.978 -4.751 0.30
H -1.455 4.694 -4.284 0.41
H -1.674 3.093 -3.558 -0.20
Cl -2.174 -5.547 -2.547 -0.02
C -3.175 -6.831 -3.269 -0.65
C -2.571 -7.375 -4.555 -0.38
Cl -2.619 -6.182 -5.877 -0.18
H -4.178 -6.427 -3.434 0.35
H -3.248 -7.631 -2.526 0.28
H -3.140 -8.246 -4.893 0.32
H -1.531 -7.682 -4.413 0.28